[1]
Entry from OMol25: a structure of composition C16H18F6N4O6OsS2Si (ωB97M-V/def2-TZVPD).

Properties
Total charge: -2
M, g/mol: 758.8
Gap between HOMO and LUMO (alpha / beta), eV: 6.31 / 6.37
LUMO energy (alpha / beta), eV: 4.4 / 4.4
Spin multiplicity: 5
Calculated total energy, hartree: -3066.66227
Energy relative to the best compared isomer or geometry (same formula, charge and spin), kcal/mol: 14.6

Each line ends with the Löwdin charge.
Atoms and positions in Å:
1 Os 0.13 -0.07 0.32  1.58
2 F -0.53 -4.14 -1.60  0.13
3 C 0.51 -4.88 -1.99  -0.67
4 F 0.24 -5.37 -3.20  0.11
5 F 0.62 -5.92 -1.14  0.11
6 S 2.12 -3.94 -2.00  0.69
7 O 0.76 -1.98 -0.36  -0.22
8 O 3.02 -4.96 -2.48  -0.31
9 N 1.85 -2.91 -3.13  -0.30
10 S 1.65 -1.41 -3.47  0.56
11 O 1.74 -0.45 -2.41  -0.32
12 O 2.31 -1.11 -4.71  -0.30
13 C -0.14 -1.35 -3.94  -0.67
14 F -0.45 -0.10 -4.33  0.11
15 F -0.41 -2.17 -4.96  0.11
16 F -0.93 -1.68 -2.92  0.13
17 N 2.30 -0.73 3.44  0.08
18 C 1.78 -0.92 2.09  -0.70
19 O 0.35 -0.94 2.19  -0.31
20 C 2.30 -2.20 1.40  -0.15
21 C 3.42 -2.84 1.94  -0.27
22 N 4.33 -3.32 2.48  0.08
23 C 1.81 -2.54 0.15  -0.49
24 N 2.46 -3.51 -0.59  -0.07
25 H 3.22 -1.16 3.53  0.04
26 H 1.68 -1.26 4.05  0.07
27 C 2.02 0.27 1.14  -0.26
28 H 2.12 1.18 1.73  0.03
29 H 2.86 0.15 0.45  0.07
30 C 1.20 3.50 0.48  -0.24
31 Si -0.19 2.34 -0.11  0.48
32 C -0.52 2.77 -1.92  -0.24
33 C -1.73 2.90 0.89  -0.29
34 C -2.64 3.84 0.41  -0.11
35 C -3.74 4.25 1.16  -0.12
36 C -3.94 3.71 2.43  -0.12
37 C -3.05 2.77 2.93  -0.10
38 C -1.96 2.37 2.16  -0.12
39 H 0.94 4.55 0.27  0.01
40 H 2.14 3.27 -0.03  0.02
41 H 1.36 3.40 1.55  0.01
42 H -0.50 3.85 -2.12  0.01
43 H -1.49 2.39 -2.24  0.02
44 H 0.24 2.30 -2.55  0.01
45 H -2.50 4.26 -0.58  0.09
46 H -4.43 4.97 0.76  0.09
47 H -4.80 4.02 3.02  0.09
48 H -3.20 2.34 3.91  0.09
49 H -1.28 1.62 2.56  0.09
50 C -2.63 -1.05 1.11  -0.25
51 O -1.80 -0.50 0.13  -0.49
52 H -3.15 -1.93 0.70  0.07
53 H -3.39 -0.32 1.42  0.06
54 H -2.07 -1.36 1.99  0.06


[2]
Entry from OMol25: a structure of composition C4H8O2 (ωB97M-V/def2-TZVPD).

Properties
M, g/mol: 88.1
Gap between HOMO and LUMO, eV: 9.78
LUMO energy, eV: 1.0
Calculated total energy, hartree: -307.57518
Energy relative to the best compared isomer or geometry (same formula, charge and spin), kcal/mol: 86.1

Each line ends with the Löwdin charge.
Atoms and positions in Å:
1 C 1.92 0.07 0.83  -0.16
2 O 1.09 1.13 0.43  -0.15
3 C -0.81 0.37 -1.08  -0.05
4 C -1.00 -1.06 -0.67  -0.15
5 O -1.93 -0.60 0.37  -0.07
6 C -1.71 0.68 -0.14  -0.16
7 H 1.37 -0.83 1.14  0.07
8 H 2.57 -0.20 0.00  0.08
9 H 2.54 0.40 1.67  0.07
10 H -0.20 0.88 -1.81  0.11
11 H -0.18 -1.64 -0.25  0.11
12 H -1.55 -1.64 -1.41  0.12
13 H 0.18 1.01 0.75  0.04
14 H -2.29 1.53 0.19  0.13


[3]
Entry from OMol25: a cluster of 2 separate species, C2H9N2S2 in total (ωB97M-V/def2-TZVPD).

Properties
Total charge: +1
M, g/mol: 125.2
Gap between HOMO and LUMO, eV: 9.09
LUMO energy, eV: -3.6
Calculated total energy, hartree: -987.21199
Energy relative to the best compared isomer or geometry (same formula, charge and spin), kcal/mol: 31.0

Each line ends with the Löwdin charge.
Atoms and positions in Å:
1 S -1.17 2.30 -1.68  0.25
2 S -2.76 1.16 -1.02  0.27
3 H -0.82 1.55 -2.73  -0.20
4 H -2.10 0.47 -0.08  -0.25
5 C 0.86 0.02 0.28  -0.12
6 C 0.29 -1.19 0.28  -0.20
7 N -0.22 -1.83 -0.80  0.11
8 N 1.39 0.54 1.58  0.19
9 H 1.05 0.69 -0.53  0.09
10 H 0.29 -1.80 1.18  0.14
11 H -0.85 -2.59 -0.60  0.11
12 H -0.53 -1.26 -1.58  0.10
13 H 0.98 1.43 1.86  0.17
14 H 2.41 0.65 1.55  0.17
15 H 1.18 -0.14 2.32  0.17


[4]
Entry from OMol25: a cluster of 10 separate species, C4H30N2O9 in total in a non-equilibrium geometry (ωB97M-V/def2-TZVPD).

Properties
M, g/mol: 250.3
Gap between HOMO and LUMO, eV: 8.87
SMILES: NCCCCN.O.O.O.O.O.O.O.O.O
LUMO energy, eV: 0.3
Calculated total energy, hartree: -956.94540
Energy relative to the best compared isomer or geometry (same formula, charge and spin), kcal/mol: 118.9

Each line ends with the Löwdin charge.
Atoms and positions in Å:
1 N 0.29 2.12 -1.24  0.01
2 C 0.15 2.12 0.17  -0.31
3 C -1.12 2.64 0.94  -0.17
4 C -1.10 2.22 2.46  -0.12
5 C -1.65 0.68 2.55  -0.18
6 N -2.21 0.11 1.28  -0.02
7 H -0.02 1.42 -1.87  0.05
8 H 0.13 3.04 -1.63  0.09
9 H 1.14 2.40 0.52  0.11
10 H 0.16 0.97 0.54  0.11
11 H -1.06 3.70 0.82  0.10
12 H -1.83 2.04 0.41  0.05
13 H -1.60 2.90 3.11  0.08
14 H -0.05 2.13 2.80  0.09
15 H -0.79 0.04 2.81  0.08
16 H -2.46 0.60 3.27  0.09
17 H -3.10 -0.24 0.99  0.05
18 H -1.82 0.71 0.58  -0.02
19 O 3.30 -1.61 2.35  -0.06
20 H 2.64 -1.27 2.99  0.05
21 H 3.77 -2.28 2.86  0.06
22 O 0.62 -1.28 -2.62  -0.06
23 H 0.53 -0.55 -2.00  0.01
24 H 0.84 -2.01 -2.05  0.01
25 O 1.83 0.63 2.45  -0.07
26 H 1.44 0.62 1.57  -0.03
27 H 2.69 0.20 2.37  0.01
28 O 3.19 0.84 -2.01  -0.06
29 H 2.84 0.63 -2.88  0.02
30 H 2.43 0.81 -1.43  -0.02
31 O -1.34 -1.76 -3.62  -0.08
32 H -0.59 -1.67 -4.21  0.03
33 H -1.27 -2.44 -2.96  0.01
34 O -1.63 -2.17 -0.67  -0.08
35 H -2.25 -2.11 0.11  0.07
36 H -1.68 -1.36 -1.19  0.01
37 O 2.06 -3.48 -0.89  -0.05
38 H 2.55 -2.83 -1.44  0.06
39 H 2.43 -4.30 -1.22  0.05
40 O 1.26 -0.95 0.34  -0.06
41 H 2.00 -1.53 0.54  0.03
42 H 0.54 -1.51 0.02  0.03
43 O -3.79 0.38 -1.37  -0.06
44 H -3.62 0.03 -2.25  0.04
45 H -3.87 1.36 -1.31  0.06